1.
10
Properties=species:S:1:pos:R:3 method="wB97M-V/def2-TZVPD" e_above_lowest_kcal_mol=16.2 orbital_gap_ev=10.93 lumo_ha=0.0063 fmax_ha_per_bohr=0.0098 smiles="O=Cn1cncn1"
O -1.01 -1.51 -1.94
C -0.46 -0.49 -1.66
N -0.15 -0.10 -0.34
C 0.20 -0.81 0.76
N 0.52 0.00 1.73
C 0.33 1.23 1.18
N -0.06 1.23 -0.07
H -0.09 0.26 -2.37
H 0.25 -1.90 0.77
H 0.48 2.15 1.72

---

2.
10
Properties=species:S:1:pos:R:3 method="wB97M-V/def2-TZVPD" e_above_lowest_kcal_mol=20.0 orbital_gap_ev=10.19 lumo_ha=0.0177 fmax_ha_per_bohr=0.0387 smiles="N=C=CC=O.N#N"
N 2.23 -0.44 0.73
C 1.11 -0.70 0.33
C -0.11 -0.99 -0.09
C -1.28 -0.39 0.56
O -1.28 0.15 1.65
H 2.67 0.39 0.32
H -0.23 -1.66 -0.94
H -2.21 -0.45 -0.04
N 0.08 1.92 -1.34
N -0.98 2.17 -1.18